{
  "formula": "C4H9N3",
  "method": "wB97M-V/def2-TZVPD",
  "homo_energy_ev": -7.3,
  "smiles": "[H]/N=N\\C/C(C)=N/C",
  "relative_energy_kj_mol": 397.9,
  "species": ["H", "H", "H", "N", "N", "H", "C", "H", "H", "H", "H", "C", "C", "H", "C", "N"],
  "positions_angstrom": [[2.46112, -0.41376, 0.76801], [-0.46201, -1.96452, -1.12959], [-0.50234, -2.22234, 0.62058], [0.74455, 0.33343, -0.10354], [-1.06716, 2.15895, -0.24832], [1.85504, -1.42165, -0.55502], [-0.42428, -0.15532, 0.03414], [2.63500, 0.12796, -0.91522], [-2.44424, 0.61936, 0.03334], [0.74346, 2.26965, 0.56219], [-1.94322, -1.66317, -0.22041], [-1.45212, 0.90019, 0.38035], [1.97514, -0.39267, -0.21694], [-1.44347, 1.02491, 1.48069], [-0.85211, -1.56764, -0.18557], [0.17665, 2.36662, -0.30469]]
}

***

{
  "formula": "C27H43FN2O16",
  "method": "wB97M-V/def2-TZVPD",
  "homo_energy_ev": -9.5,
  "smiles": "N[C@@H]1C(=O)NC[C@@H]1CCCF.C[C@@H]1COC(=O)O1.C[C@@H]1COC(=O)O1.C[C@@H]1COC(=O)O1.C[C@@H]1COC(=O)O1.C[C@@H]1COC(=O)O1",
  "relative_energy_kj_mol": 0.0,
  "species": ["C", "H", "C", "C", "H", "H", "O", "O", "C", "C", "H", "H", "C", "C", "H", "F", "C", "H", "C", "H", "O", "H", "H", "H", "O", "N", "O", "H", "C", "C", "H", "O", "C", "C", "H", "H", "H", "H", "C", "O", "H", "C", "O", "O", "H", "H", "C", "C", "H", "C", "H", "H", "H", "O", "H", "H", "H", "C", "H", "O", "C", "C", "H", "O", "C", "H", "O", "O", "C", "H", "H", "H", "C", "O", "C", "H", "O", "C", "H", "N", "H", "H", "H", "H", "H", "H", "H", "C", "H"],
  "positions_angstrom": [[-2.16804, 3.05609, -2.06687], [-5.52632, -4.48692, -4.26758], [-0.27313, 3.08296, 1.35091], [-5.56325, 2.43122, -2.79294], [1.46477, 2.98693, 2.61314], [2.38434, -0.38131, 1.31395], [2.67544, 2.98263, -1.25708], [-4.60929, -1.03680, -2.01326], [-1.27394, 3.76451, 2.26853], [-4.71167, -3.90432, -3.84854], [-3.89686, -3.81852, -4.57151], [-5.74167, 2.50990, -3.86392], [0.50700, -1.39720, 1.61774], [-3.78712, 1.85192, -1.04423], [-3.86659, 1.13719, -3.07317], [-3.11286, -4.95635, 2.32504], [6.34007, 0.98626, 5.00180], [1.60963, 3.99942, -2.69992], [1.65571, -3.49356, 1.43525], [-5.03420, -4.80316, -1.91268], [4.57655, 3.67943, -0.27527], [-1.54333, -2.99342, 2.91228], [-6.23123, 1.67167, -2.38552], [1.47370, 2.22804, -2.75463], [-3.83394, -3.14289, -1.88182], [1.94501, -1.16199, 1.78083], [-1.15495, 3.67896, -2.21101], [1.35619, -5.28361, 2.41734], [5.58915, 1.07276, 1.55692], [4.45330, 0.60844, 3.81606], [3.71467, -0.18570, 3.77052], [7.05531, 1.25133, 5.91488], [-4.20728, -4.39576, -2.50091], [3.94413, 3.45324, -1.25958], [0.04218, -1.49809, 2.60060], [1.76670, 2.75242, 0.87768], [0.00988, -0.56204, 1.12779], [-2.76371, -5.64742, -1.52150], [5.65610, 0.40936, 2.90792], [-2.43198, 0.55996, 2.16510], [-2.10835, -1.85775, 1.68545], [-4.14430, 2.02765, -2.50785], [5.04262, 0.61954, 5.12019], [4.37481, 3.62329, -2.52382], [-1.35338, -3.35183, -0.10702], [-5.78504, 3.39277, -2.32873], [-1.85229, 1.59449, 2.02388], [2.63484, -2.34709, 1.75178], [-3.30252, -6.23089, -3.10107], [-4.54738, -2.15015, -2.43988], [3.18340, 4.84545, -4.52945], [3.74299, 1.99283, -3.58729], [4.72275, 0.70407, 1.00309], [3.81401, -2.49277, 1.96143], [-2.17750, -4.86143, -2.99835], [-3.61749, -3.73630, 0.80452], [1.43601, 4.36795, 1.49494], [3.37247, 3.78972, -4.72436], [2.13773, -4.07809, 0.64030], [-3.21939, 3.08454, -2.89377], [-1.93758, -2.92162, 1.89352], [1.18818, 3.31251, 1.60836], [6.48487, 0.85497, 0.97765], [-5.18975, -2.58662, -3.54089], [-3.25260, -3.65000, 1.83379], [-4.32888, 2.55408, -0.40581], [6.70161, 1.01091, 3.70160], [-2.39480, 2.23044, -1.02823], [3.42009, 3.02600, -3.42987], [3.98478, 1.58175, 3.63673], [-0.88450, 3.87994, 3.28290], [2.16755, -4.17701, 3.28393], [0.44659, -2.73859, 0.86950], [-2.35617, 2.81462, 2.30374], [-3.03786, -5.34034, -2.52908], [-0.76946, -4.53048, 1.06201], [-0.59129, 1.69666, 1.57934], [-0.91765, -3.45753, 0.88710], [0.69737, -2.51814, -0.17652], [1.40408, -4.29508, 2.62667], [5.88656, -0.65654, 2.82985], [-3.89991, 0.83793, -0.67663], [-1.64691, 4.71444, 1.89734], [-4.02586, -3.16947, 2.43755], [5.49479, 2.15432, 1.66177], [2.56749, 3.39793, -5.34791], [4.30960, 3.69474, -5.26971], [2.15266, 3.05906, -2.59055], [-0.51538, 3.27957, 0.30546]]
}

***

{
  "formula": "C4H7NO2",
  "method": "wB97M-V/def2-TZVPD",
  "homo_energy_ev": -9.3,
  "smiles": "O=C1CNC[C@@H]1O",
  "relative_energy_kj_mol": 387.6,
  "species": ["H", "N", "H", "O", "O", "H", "C", "H", "C", "C", "H", "H", "C", "H"],
  "positions_angstrom": [[1.33234, -1.51585, 0.32475], [1.55077, 0.53672, 0.48024], [2.22617, 1.14757, 0.03765], [-1.65219, -0.64145, -1.82229], [-1.84727, 1.22268, -0.21964], [0.42602, 2.33425, 0.59200], [-0.43535, -0.59544, -0.73110], [-0.73930, -1.55936, -0.40978], [0.33402, 1.26431, 0.80676], [-0.78634, 0.67625, -0.02502], [1.99929, -0.76185, -1.10903], [0.04058, 1.17344, 1.86335], [1.23231, -0.63700, -0.34360], [-2.47823, -0.31824, -1.34401]]
}

***

{
  "formula": "C28H29N3O3S",
  "method": "wB97M-V/def2-TZVPD",
  "homo_energy_ev": -7.8,
  "relative_energy_kj_mol": 2276.2,
  "species": ["H", "C", "C", "C", "C", "H", "H", "C", "C", "H", "C", "C", "C", "H", "H", "H", "C", "H", "C", "H", "H", "H", "C", "C", "C", "H", "H", "H", "O", "S", "C", "H", "C", "H", "H", "C", "H", "H", "H", "H", "H", "H", "C", "H", "C", "C", "C", "H", "C", "C", "H", "C", "C", "O", "H", "C", "N", "N", "N", "H", "C", "C", "O", "H"],
  "positions_angstrom": [[1.17720, -3.04022, 0.65573], [0.85678, 2.61942, -1.13050], [0.00077, 1.86843, 1.24266], [-2.24280, -2.48733, -0.74952], [1.84681, 2.12845, -0.15782], [2.41467, -0.40920, 3.99560], [2.13349, 1.52799, 1.96481], [-5.14980, 1.91884, 0.44045], [-2.15272, -2.77434, 2.22100], [-0.18176, -1.51342, 1.83840], [-1.08530, -2.01737, 1.19244], [-0.46448, 2.66778, -0.81148], [1.37954, 1.91558, 0.99310], [2.67787, -2.69840, -0.79892], [-3.09944, -2.52984, -3.82312], [-2.46733, 0.29328, 0.98596], [-4.76281, 3.49923, 0.68708], [4.48084, 1.68996, -2.18743], [-3.27372, -3.23206, -0.11854], [-5.36679, 4.21218, 0.14617], [-1.82642, -2.73031, 3.41927], [-2.36638, 2.46612, 2.00943], [3.27380, 2.10925, -0.58559], [1.74162, -0.72733, -1.75562], [3.99880, -1.40542, 1.34995], [4.82834, -0.07632, 3.14034], [2.80245, 1.74660, -2.78332], [-4.64195, -0.14437, 0.68903], [-2.14826, -2.26358, -2.09806], [3.51379, -0.33932, -1.92631], [-3.23376, -3.23508, 1.46170], [-4.66938, 3.60078, 1.62041], [-3.03829, 0.94752, 0.55782], [-3.15294, 3.32003, -1.00687], [-4.38673, 0.91314, 2.08148], [-3.21511, 3.48904, 0.13849], [-3.90473, -3.68766, 1.89164], [-4.12984, -3.46366, -0.35201], [-2.89121, 0.64678, -0.51371], [1.24766, 3.22512, -2.07167], [-1.10265, 3.19762, -1.69010], [4.72904, -1.23192, 0.62008], [-3.40390, -2.75903, -2.69228], [-2.59642, 4.49746, 0.22405], [4.03698, -0.68335, 2.64986], [2.94886, -0.61954, 3.07427], [-0.86947, 2.41986, 0.47550], [-5.19620, 1.93038, -0.90436], [3.54140, 1.28152, -1.96509], [1.93822, -2.37737, -0.04934], [-0.18218, 1.50828, 2.46445], [-1.21919, -1.91030, -0.16165], [-0.11409, -1.27983, -0.85184], [1.95746, -1.30855, 2.43202], [-6.13449, 1.79556, 0.65971], [-2.36026, 2.39969, 1.09554], [1.22198, -1.34295, -0.70189], [-0.45359, -0.10443, -1.71078], [0.66226, 0.21910, -2.33357], [-3.78133, -3.86668, -2.57425], [-4.54130, 0.97895, 1.19292], [2.60158, -1.70050, 1.31480], [4.04065, 2.00435, 0.38093], [-4.29459, -2.20564, -2.51090]]
}

***

{
  "formula": "H37O18",
  "method": "wB97M-V/def2-TZVPD",
  "homo_energy_ev": -12.7,
  "relative_energy_kj_mol": 508.0,
  "charge": 1,
  "species": ["H", "O", "O", "O", "H", "O", "H", "O", "O", "H", "O", "H", "H", "H", "H", "H", "H", "O", "H", "H", "H", "H", "H", "H", "H", "H", "H", "O", "H", "H", "H", "H", "H", "O", "H", "H", "O", "O", "H", "O", "O", "O", "O", "H", "H", "O", "H", "H", "O", "H", "H", "H", "H", "H", "H"],
  "positions_angstrom": [[-3.87142, -1.73249, 1.13678], [-3.90715, -1.73763, 0.16013], [0.95933, -3.47007, 1.86635], [-0.94753, -0.56684, 4.56538], [2.33701, 2.01450, 0.80648], [0.91928, -1.52753, -0.18375], [-3.00803, 5.57205, -2.09087], [2.20922, 4.27104, -1.82844], [2.71864, 2.37100, -0.02352], [-0.42264, 5.32881, -4.23459], [-2.83212, 1.10675, 4.81846], [-0.65178, -1.98684, -2.28583], [0.67806, -2.26155, 0.41291], [1.77701, -1.74076, -0.63640], [-1.88636, -3.48398, -2.63484], [1.45707, 3.67247, -1.81527], [-4.06671, -1.92706, 3.53951], [2.58743, 0.63971, -4.07780], [0.90481, 5.40051, -3.41691], [-0.44105, -0.56988, 3.72932], [0.13897, -3.94404, 2.04809], [2.40002, 1.55404, -3.77875], [3.50715, 0.95840, -4.16631], [-1.97638, 1.25879, 5.23026], [-2.62159, -1.46164, 3.59414], [-3.30988, 0.65736, 5.52508], [-0.08649, -0.54654, 5.02775], [-3.26258, -1.88664, 3.01072], [0.73778, -4.60855, -2.11716], [-4.76605, -2.19698, 0.15872], [0.75659, -1.33729, -1.47873], [-0.23572, -0.65649, -2.67470], [2.64482, 4.17682, -0.98651], [-2.03685, -2.54396, -2.46112], [1.55903, -3.76512, 2.56054], [-2.65114, -2.43968, -1.71262], [0.53456, 5.20001, -4.28566], [3.49544, -0.47567, 0.63213], [0.60443, 3.25500, 2.01655], [-2.13685, 5.65642, -2.49115], [0.71759, 2.31389, 2.16155], [0.03065, -5.05568, -2.58576], [-1.86553, 1.39446, 1.91478], [2.90994, -0.59548, -0.10735], [-2.48720, 2.10498, 2.13650], [0.23220, -1.49897, -2.51114], [-1.96752, 0.95888, 2.78282], [-1.58716, 5.04270, -1.99477], [3.02570, -3.36979, -0.94355], [2.15452, 3.14141, -0.06132], [3.57700, -3.91835, -1.51494], [-0.13624, 1.84204, 2.10842], [3.52522, -3.39648, -0.11639], [0.20641, -5.60655, -3.34464], [3.85606, 0.41645, 0.61738]]
}